1.
Computed, not measured: a cluster of 2 separate species, C27H60N4O6P in total, with ωB97M-V with the def2-TZVPD basis set.

The geometry in XYZ format:
```
98
Properties=species:S:1:pos:R:3:mulliken_charge:R:1
C 0.00440 -2.71842 3.13769 -0.7997
C 0.87258 -2.12552 1.84301 -0.1736
N 0.41431 -0.74556 1.50751 -0.0632
C 1.32096 -0.01893 0.48863 0.7661
C 1.45424 -0.74013 -0.94338 -0.3446
C 2.41251 -2.05466 -1.10549 -0.5710
O 3.42714 -1.91162 -2.16814 -0.3973
C 2.87512 -2.20072 -3.50233 0.3904
O 1.58501 -2.19054 -3.84736 -0.5243
C 3.94773 -2.52129 -4.74504 -0.3291
C 4.00870 -1.09812 -5.61600 -0.7784
C 2.64102 0.49676 1.27145 0.3855
C 4.10806 0.08033 0.69322 -0.9228
C 2.73360 2.08471 1.65798 -1.1174
N 2.35274 3.09955 0.63530 1.0249
C 1.85185 4.32541 1.42948 -1.0463
C 0.33030 4.30632 1.94252 -0.0740
N -0.03234 5.74001 2.37588 -0.6931
P 3.75656 3.88553 -0.22694 -0.0227
C 4.73698 2.68302 -1.31185 -0.8322
C 5.06112 4.50121 1.08723 -0.3517
C 6.27672 5.37800 0.42449 -0.9733
C 1.39301 2.59512 -0.40592 -0.6324
N 0.63996 3.64605 -1.18684 -0.4017
C 0.44473 1.38994 0.22117 0.2745
C -0.84089 1.23352 -0.75695 -1.6627
O -1.75756 0.12085 -0.45720 -0.3017
C -2.58066 0.42948 0.72189 -0.1751
C -4.03068 -0.40248 0.75317 0.1161
O -5.06853 0.41307 0.10114 -0.3854
C -5.58198 -0.22901 -1.12469 -0.0465
C -4.87739 0.45258 -2.44773 -0.7598
H 0.65680 -3.56211 3.67018 0.3395
H -0.16858 -1.79846 3.85580 0.2633
H -1.01877 -3.16283 2.73398 0.1337
H 2.01179 -2.14760 2.19011 0.1959
H 0.69825 -2.90141 0.97448 0.0987
H 0.42587 -0.18855 2.40183 0.5420
H 0.37454 -1.17069 -1.22952 0.2166
H 1.72489 -0.02415 -1.86026 -0.1129
H 2.96790 -2.34213 -0.08854 0.2135
H 1.78701 -3.03155 -1.38488 0.3557
H 3.55362 -3.37817 -5.45497 0.3104
H 5.00806 -2.78315 -4.32404 0.2601
H 3.83409 -1.27222 -6.76163 0.2754
H 3.11194 -0.40656 -5.24790 0.2218
H 5.01839 -0.52481 -5.37571 0.2248
H 2.60414 -0.03248 2.34696 0.3308
H 4.43943 -1.02877 0.96756 0.2707
H 4.99843 0.77078 1.00559 0.2888
H 4.07749 0.09903 -0.49822 0.0324
H 2.02367 2.21557 2.61054 0.3610
H 3.82925 2.23762 2.10950 0.3767
H 2.04365 5.32874 0.82152 0.4400
H 2.56381 4.39667 2.38461 0.5711
H -0.49415 3.98945 1.17460 0.1905
H 0.23240 3.63065 2.89745 0.2150
H -1.07948 5.80151 2.47005 0.2822
H 0.44011 5.98884 3.27238 0.2349
H 5.40260 3.34163 -2.05240 0.4264
H 5.52378 2.04354 -0.69219 0.2865
H 4.07729 2.00251 -2.03726 0.2300
H 4.57344 5.11889 1.95278 0.2570
H 5.56906 3.54980 1.59437 0.3213
H 7.15753 5.38343 1.23007 0.3299
H 5.90088 6.48187 0.33409 0.3095
H 6.73443 4.93761 -0.55841 0.2837
H 2.05527 2.02898 -1.22440 -0.1516
H 0.59508 3.27111 -2.17683 0.3725
H 1.14684 4.55382 -1.25943 0.3701
H 0.00836 1.65191 1.29881 0.3391
H -1.51942 2.21580 -0.73961 0.2906
H -0.49277 1.07972 -1.88831 0.2020
H -2.05537 0.15245 1.75718 0.0919
H -2.88531 1.56469 0.82626 0.2293
H -3.84629 -1.45206 0.27009 -0.1440
H -4.37502 -0.58508 1.87091 0.2212
H -6.73624 0.05127 -1.18424 0.2850
H -5.53390 -1.40662 -1.10883 0.0412
H -5.60325 0.26418 -3.35083 0.3801
H -3.79110 0.02992 -2.60613 0.0953
H -4.86994 1.62750 -2.24034 0.1912
C -7.03901 -6.73534 0.82072 -0.6946
O -7.43244 -5.38116 0.62836 -0.3836
C -7.14382 -4.56595 1.77004 -0.7357
C -5.88882 -3.71762 1.54122 0.1350
O -4.71696 -4.53518 1.46383 -0.3914
C -4.28037 -4.72606 0.12224 -0.5633
H -7.09164 -7.24746 -0.14333 0.2399
H -6.01630 -6.81145 1.19883 0.3032
H -7.72693 -7.22287 1.51790 0.3245
H -7.04344 -5.17966 2.67331 0.3581
H -7.99880 -3.89920 1.90928 0.3864
H -5.75559 -3.05174 2.39974 0.3381
H -5.99220 -3.09433 0.64498 -0.0145
H -3.81499 -3.80796 -0.24775 0.1237
H -5.10392 -5.01358 -0.53671 0.3420
H -3.53462 -5.52500 0.11460 0.2642
```

As for the net charge: +1.


2.
Computed, not measured: a cluster of 5 separate species, C27H61ClN4O7 in total, with ωB97M-V with the def2-TZVPD basis set.

The geometry in XYZ format:
```
100
Properties=species:S:1:pos:R:3:mulliken_charge:R:1
N 3.44649 11.06913 -26.79955 -0.1024
H 2.96392 11.26388 -27.66517 0.3879
H 4.40011 11.39219 -26.71999 0.3260
H 3.55670 10.08637 -26.59428 0.4049
H 2.95364 11.52027 -26.04214 0.1030
Cl 0.75441 10.91465 -23.93098 1.7316
O -0.60507 11.20170 -23.88348 -0.5174
O 1.49490 11.87350 -24.72027 -0.8889
O 1.34627 10.77608 -22.67684 -0.7325
O 1.05478 9.66568 -24.59092 -0.7196
C -4.83348 7.95397 -25.84183 -1.3855
C -3.75568 7.66672 -26.90605 1.9207
C -4.37246 7.71880 -28.34637 -1.1520
C -4.47992 9.06165 -28.93583 -0.8307
C -3.28036 10.03372 -28.79852 -1.1248
C -2.54189 10.00046 -27.37882 1.5303
N -2.51909 8.57205 -26.86864 -0.0739
O -1.73902 8.47925 -25.77524 -0.0916
C -0.99820 10.46644 -27.57536 -1.7996
C -3.15368 11.00444 -26.42007 -1.6298
C -3.19246 6.33050 -26.69383 -2.1309
H -4.37338 8.17158 -24.87796 -0.0663
H -5.52631 7.11252 -25.83446 0.6087
H -5.31603 8.92678 -25.93606 0.2971
H -3.99518 6.93027 -28.99750 0.4563
H -5.42048 7.46107 -28.19369 0.3080
H -5.30933 9.49302 -28.37539 0.3819
H -4.75076 9.01164 -29.99046 0.3811
H -3.73142 10.96562 -29.13942 0.3485
H -2.59586 9.69517 -29.57630 0.4286
H -0.76179 11.22028 -28.32632 0.3585
H -0.65055 10.69690 -26.56833 0.3368
H -0.35835 9.65910 -27.93158 0.4226
H -4.23625 10.88227 -26.38515 0.3903
H -2.87888 10.82028 -25.38147 0.1730
H -2.82314 11.98518 -26.76208 0.4642
H -2.51317 5.99199 -27.47619 0.4941
H -4.01195 5.63868 -26.49913 0.4786
H -2.66660 6.14575 -25.75711 0.3229
H -1.05882 7.89566 -26.11927 0.3074
C 4.62560 15.89466 -23.59633 -1.5785
C 5.80367 15.12668 -24.42832 1.0331
C 7.10610 15.32839 -23.68452 -0.9286
C 7.20636 14.26449 -22.45877 -0.7875
C 7.29475 12.91873 -23.04970 -1.0845
C 5.96985 12.59167 -23.76982 1.8831
N 5.45530 13.70932 -24.62053 0.3413
O 4.51506 13.37846 -25.63781 -0.4514
C 6.12769 11.37362 -24.49899 -2.1017
C 4.89007 12.25672 -22.76663 -1.8093
C 5.98997 15.84980 -25.77832 -1.8494
H 3.62235 15.80736 -24.01342 0.4010
H 4.73651 16.97895 -23.58532 0.4303
H 4.53037 15.48232 -22.59183 0.3287
H 7.88694 15.18322 -24.43106 0.3912
H 7.37447 16.26066 -23.18760 0.4056
H 6.31051 14.37477 -21.84770 0.2897
H 8.00619 14.47424 -21.74858 0.4189
H 7.63906 12.21811 -22.28899 0.4795
H 8.14979 12.92516 -23.72568 0.3642
H 6.85945 11.45584 -25.30265 0.4432
H 6.53388 10.56211 -23.89520 0.4330
H 5.25479 10.83531 -24.86826 0.1846
H 5.32117 11.57739 -22.03126 0.4220
H 4.50724 13.09131 -22.17926 0.2643
H 3.98788 11.84331 -23.21747 0.4929
H 5.04114 15.76786 -26.30851 0.3900
H 6.67246 15.23854 -26.36881 0.4478
H 6.41407 16.84052 -25.61494 0.3749
H 3.71239 13.64288 -25.18238 0.3675
C -4.57031 9.02945 -21.87563 -1.8171
C -3.31450 8.62250 -21.08929 1.9691
C -3.74067 8.27854 -19.56738 -1.4690
C -4.46658 6.94558 -19.49468 -0.5316
C -3.60304 5.83531 -20.00130 -1.4699
C -3.06262 6.09499 -21.46472 1.6455
N -2.48679 7.42947 -21.62703 -0.0036
O -1.87289 7.53814 -22.91404 -0.2804
C -1.88391 5.04963 -21.73019 -1.8305
C -4.24450 5.84025 -22.47554 -1.6137
C -2.57150 9.94968 -21.05423 -1.6656
H -5.10190 8.18228 -22.30901 0.3884
H -4.44280 9.82983 -22.60449 0.3414
H -5.34388 9.35927 -21.18216 0.4053
H -2.84821 8.21800 -18.94454 0.4328
H -4.32615 9.12449 -19.20726 0.5036
H -5.40404 6.87460 -20.04625 0.3004
H -4.69762 6.72900 -18.45170 0.3940
H -4.02435 4.83127 -20.05120 0.4429
H -2.83956 5.67203 -19.24068 0.4006
H -1.54093 5.15187 -22.75976 0.2931
H -1.03091 5.37523 -21.13482 0.4559
H -1.94583 3.97109 -21.58518 0.3844
H -5.20159 5.80509 -21.95512 0.3817
H -4.16426 6.41494 -23.39825 0.1503
H -4.30638 4.80584 -22.81359 0.4880
H -2.17795 10.00548 -20.03929 0.4523
H -3.22609 10.82113 -21.04083 0.4030
H -1.74642 10.19505 -21.72291 0.1544
H -2.58577 7.52323 -23.55683 0.1817
```

Its relative energy (zero: lowest compared OMol25 entry of this formula, charge and spin) is 131.2 kcal/mol.


Listing frontier orbital gap for the structures above in their given order: 8.34; 7.17 eV.